{
  "formula": "C51H115N8O13",
  "method": "ωB97M-V with the def2-TZVPD basis set",
  "elements": ["C", "C", "C", "N", "C", "C", "C", "C", "C", "C", "H", "H", "H", "H", "H", "H", "H", "H", "H", "H", "H", "H", "H", "H", "H", "H", "H", "H", "H", "H", "C", "C", "C", "N", "C", "C", "C", "C", "C", "C", "H", "H", "H", "H", "H", "H", "H", "H", "H", "H", "H", "H", "H", "H", "H", "H", "H", "H", "H", "H", "C", "C", "C", "N", "C", "C", "C", "C", "C", "C", "H", "H", "H", "H", "H", "H", "H", "H", "H", "H", "H", "H", "H", "H", "H", "H", "H", "H", "H", "H", "C", "C", "C", "N", "C", "C", "C", "C", "C", "C", "H", "H", "H", "H", "H", "H", "H", "H", "H", "H", "H", "H", "H", "H", "H", "H", "H", "H", "H", "H", "C", "C", "O", "N", "H", "H", "C", "H", "H", "H", "H", "H", "H", "C", "C", "O", "N", "H", "H", "C", "H", "H", "H", "H", "H", "H", "C", "C", "O", "N", "H", "H", "C", "H", "H", "H", "H", "H", "H", "C", "C", "O", "N", "H", "H", "C", "H", "H", "H", "H", "H", "H", "O", "C", "O", "O", "H", "O", "C", "O", "O", "H", "O", "C", "O", "O", "H"],
  "positions_angstrom": [[-2.948593, 12.024892, 9.771840], [-1.477796, 11.667933, 9.566155], [-0.730539, 12.303575, 8.783648], [0.778400, 8.588604, 2.500732], [0.573338, 9.918029, 1.853325], [-0.082153, 9.827710, 0.530505], [-1.171566, 10.812329, 0.075712], [0.969124, 7.158291, 4.548706], [1.110215, 8.566233, 3.743260], [0.075379, 7.470226, 1.824426], [-3.187261, 12.285131, 10.845301], [-3.704254, 11.212227, 9.704794], [-3.650120, 12.700581, 9.218562], [-2.977708, 6.005388, 6.551680], [-0.935790, 10.928364, 10.226290], [0.384688, 12.376696, 8.815703], [-1.219167, 12.857571, 7.879859], [1.527498, 10.366314, 2.061840], [-0.167744, 10.316233, 2.552607], [-1.942150, 11.051282, 0.864467], [0.367628, 9.085280, -0.182405], [-0.727335, 11.837482, 0.073737], [-1.473354, 10.382449, -0.907788], [1.120061, 7.364824, 5.647258], [1.886846, 6.523406, 4.311269], [1.602169, 9.243483, 4.441115], [0.069863, 6.472281, 4.294701], [-1.031103, 7.666092, 1.883834], [0.265669, 6.452031, 2.389601], [0.478798, 7.574338, 0.737478], [-7.590187, 3.199867, -8.120810], [-6.107057, 3.392974, -7.915706], [-5.233701, 2.568789, -8.887111], [-3.916737, 3.081876, -9.234499], [-3.260709, 2.073014, -10.223699], [-1.847376, 2.511924, -10.737301], [-1.986381, 3.832901, -11.397747], [-2.516755, 4.807758, -10.366609], [-3.853980, 4.448955, -9.949505], [-3.003462, 3.021362, -8.072927], [-8.277019, 3.792721, -7.461171], [-7.831881, 2.156363, -8.019802], [-7.913271, 3.461979, -9.136505], [-5.907197, 3.144955, -6.896378], [-5.923209, 4.469987, -8.066754], [-5.770425, 2.556784, -9.809372], [-5.126858, 1.530282, -8.649723], [-3.982390, 1.965762, -11.110970], [-3.265882, 1.175897, -9.591391], [-1.571968, 1.730377, -11.461656], [-1.017012, 2.519424, -9.991551], [-2.634885, 3.778220, -12.289573], [-1.023689, 4.146537, -11.670614], [-2.714336, 5.787212, -10.821390], [-1.804787, 4.957017, -9.550358], [-4.365676, 4.230049, -10.936077], [-4.554354, 5.125819, -9.436583], [-3.159764, 2.117684, -7.541286], [-3.329483, 3.687330, -7.250515], [-1.939531, 3.113740, -8.312365], [3.691686, -2.848772, 8.967067], [2.263415, -2.386936, 8.920016], [1.600239, -3.480057, 8.158892], [-0.005825, -3.247189, 7.900873], [-0.686373, -2.978765, 9.121699], [-2.242262, -2.774894, 9.246230], [-2.402432, -1.301490, 7.953418], [-1.593057, -1.558380, 6.801768], [0.043070, -1.965145, 7.103359], [-0.525617, -4.375323, 7.178364], [4.150858, -2.653937, 7.996121], [3.996594, -3.907452, 9.101309], [4.143202, -2.151827, 9.683649], [2.153492, -1.338453, 8.632933], [1.886221, -2.473821, 9.937463], [1.673866, -4.449718, 8.679047], [1.954216, -3.537070, 7.180185], [-0.284228, -2.198846, 9.690353], [-0.497067, -3.924486, 9.712439], [-2.276263, -2.258419, 10.174582], [-3.035125, -3.530794, 8.987481], [-1.935621, -0.451093, 8.511480], [-3.456261, -1.312729, 7.693655], [-1.650707, -0.541834, 6.169848], [-1.922607, -2.299396, 6.119786], [0.536035, -1.191691, 7.764728], [0.652706, -2.083385, 6.176448], [-0.405572, -5.292274, 7.803637], [0.053895, -4.518013, 6.247745], [-1.539520, -4.306119, 6.808897], [10.966083, -1.475892, -6.161708], [11.259504, -1.557698, -4.670042], [11.353487, -2.817168, -4.053267], [12.599763, -3.311120, -3.345942], [12.818647, -2.710489, -1.701124], [11.998733, -3.356668, -0.609295], [12.459185, -4.736256, -0.375507], [11.753667, -5.582661, -2.480196], [12.758486, -4.709228, -3.155268], [13.835240, -2.672260, -4.028134], [11.005222, -2.422692, -6.633368], [10.514507, -0.688636, -6.662311], [13.401536, 13.349248, 6.550040], [9.744636, -1.939260, -6.127876], [11.511926, -0.641197, -4.261384], [11.342957, -3.594832, -4.891854], [10.341506, -3.056141, -3.487473], [12.458889, -1.691488, -1.759429], [13.938904, -2.778909, -1.516160], [10.888460, -3.430654, -0.580940], [12.301227, -2.821341, 0.385777], [11.876251, -5.456371, 0.244287], [13.655261, -4.573161, -0.482626], [10.837751, -5.334839, -1.834222], [11.856062, -6.820404, -2.485134], [12.971290, -5.300950, -4.136301], [13.708007, -4.979233, -2.682870], [13.842982, -1.596580, -3.868918], [13.814491, -2.827216, -5.087968], [14.810918, -3.072540, -3.678163], [-1.536262, 2.266977, -4.853794], [-2.738334, 1.533256, -4.526523], [-3.651052, 1.444951, -5.373154], [-2.827399, 1.038492, -3.287555], [-1.998469, 1.283280, -2.753054], [-4.698251, 4.359214, -0.482193], [-3.870836, 0.191714, -2.763966], [-1.072755, 1.862873, -5.750941], [-0.737599, 2.070208, -4.085417], [-1.908966, 3.225722, -5.140753], [-4.306057, 0.655365, -1.840251], [-3.392580, -0.843059, -2.746328], [-4.619414, 0.132395, -3.519649], [4.528679, -4.968895, -0.495775], [3.836306, -3.733653, -0.957464], [3.865284, -2.691857, -0.269921], [3.121945, -3.680410, -2.087857], [4.345366, -0.475051, 0.964120], [2.927194, -4.546846, -2.419686], [2.565806, -2.433878, -2.432868], [5.306131, -5.256970, -1.245959], [3.859657, -5.852247, -0.420439], [5.071179, -4.755342, 0.454912], [2.674982, -2.298948, -3.519820], [3.151295, -1.696646, -1.861027], [1.493697, -2.378435, -2.111918], [-2.779828, -10.398404, 3.064964], [-3.361432, -9.996807, 1.744238], [-3.586066, -8.828655, 1.362210], [-3.417803, -11.095637, 0.906829], [-3.592535, -7.765526, 2.444302], [-3.195500, -12.008754, 1.295599], [-3.687658, -10.868663, -0.537420], [-2.859731, -11.445834, 3.129258], [-3.369523, -10.046999, 3.963842], [-1.811501, -10.004893, 3.237282], [-4.583964, -11.419887, -0.881546], [-2.824209, -11.278393, -1.035428], [-3.906961, -9.824141, -0.567508], [-13.964523, -5.088566, 1.058199], [-14.296627, -4.157673, -0.047327], [-15.273039, -3.892415, -0.690073], [-12.925057, -3.422938, -0.562395], [-12.602784, -2.652745, 0.019756], [-12.173018, -4.121017, -0.512164], [-13.045498, -2.995340, -1.989932], [-14.854851, -5.221254, 1.676138], [-13.155740, -4.631824, 1.632670], [-13.666164, -6.065202, 0.641328], [-13.020933, -3.808409, -2.695502], [-12.236948, -2.293757, -2.097990], [-13.980333, -2.513000, -2.022659], [-5.862572, -7.416875, 2.903577], [-4.832702, -6.784949, 3.525219], [-3.594610, -7.055746, 3.100800], [-4.948854, -6.136666, 4.509194], [-6.590582, -7.098283, 3.449065], [4.267063, 1.155884, 3.605771], [3.810977, 0.413363, 2.533598], [2.693553, 0.067608, 2.378323], [4.712680, 0.188506, 1.580899], [5.196925, 1.366560, 3.587878], [-3.333102, 3.830207, 2.231905], [-3.976090, 3.431970, 1.096267], [-4.251530, 4.566740, 0.437917], [-4.348630, 2.353074, 0.678515], [-3.479512, 3.031203, 2.827266]],
  "forces_ev_per_a": [[-2.818, -1.339, 1.517], [-2.815, -2.219, 3.712], [2.956, 3.793, -5.747], [-0.748, -0.274, 1.482], [-1.477, -0.173, 0.586], [0.248, 0.496, -0.588], [1.651, -0.929, 0.905], [0.798, 0.156, -0.445], [-0.183, -5.306, 1.329], [0.508, -1.351, -0.135], [0.932, 0.068, -0.878], [1.038, -0.775, -0.009], [2.080, 0.496, -0.378], [0.113, 0.039, -0.164], [-1.285, 0.971, -0.058], [-1.066, -0.693, -0.152], [0.986, -0.313, 1.977], [0.600, 1.061, -0.658], [0.131, 0.871, -0.265], [0.171, -1.055, -0.814], [-0.703, 1.323, 0.408], [0.007, -0.457, -0.905], [-0.448, 1.205, 0.821], [-0.749, -0.165, -1.175], [-0.946, 0.881, -0.046], [-0.280, 1.106, -1.189], [1.306, 1.685, 0.769], [1.065, -0.114, -0.304], [-0.032, 2.220, -1.713], [-1.043, -1.138, 2.142], [-1.193, 0.177, -0.657], [0.384, 0.898, -0.256], [-1.785, 0.806, -0.175], [2.839, 0.215, -0.989], [-0.520, -0.067, -0.210], [-0.770, -1.791, 0.288], [-0.560, 0.354, 0.179], [0.973, 1.852, -0.384], [-3.687, -2.081, -0.571], [-0.232, 1.043, 1.697], [1.051, -0.515, -0.256], [-0.317, -0.519, 0.256], [0.239, 0.048, 0.047], [0.581, -0.063, 0.740], [0.276, -0.362, 0.198], [-0.467, 0.050, -0.950], [0.142, -0.528, 0.705], [1.070, 0.099, 1.342], [0.232, -0.130, -0.720], [-0.029, 0.185, 0.166], [-0.898, -0.087, -0.281], [0.240, 0.118, 0.337], [1.280, 0.595, -0.837], [0.612, 0.035, -0.025], [-0.055, 0.062, -0.070], [-0.003, 0.187, 1.086], [0.987, 0.072, 0.154], [-0.090, -1.422, 0.038], [0.283, 0.457, -0.867], [-0.628, 0.305, -0.057], [1.918, 1.074, -0.523], [-0.591, -1.507, 1.515], [-3.071, -0.116, 0.811], [3.045, 2.294, -1.462], [-2.777, -4.044, 3.022], [1.044, 2.930, -4.638], [-0.059, -2.505, 4.604], [4.178, 1.991, -2.867], [-2.881, 1.597, -0.327], [0.457, -2.184, -1.140], [0.134, 0.362, -0.086], [-0.934, 0.571, 0.719], [0.616, -0.716, -0.072], [0.255, -0.464, -0.400], [-0.090, 0.326, 0.236], [-0.042, 0.465, -0.199], [0.639, -0.381, -1.658], [1.038, 1.272, 0.254], [0.068, 0.883, -0.129], [-0.955, 0.017, 0.795], [1.347, 0.606, 0.504], [-1.248, -0.489, -0.259], [-0.008, 0.699, 0.378], [0.684, -2.142, 1.071], [-0.621, -0.797, -0.502], [-0.916, -0.916, -0.944], [-0.752, -0.075, 0.655], [-0.211, 0.722, -0.447], [0.063, 0.074, 0.553], [-0.376, 0.391, 0.581], [-4.093, -3.281, 4.137], [0.513, 1.598, -4.066], [-2.001, -4.324, -0.470], [2.052, 3.747, 3.708], [-0.777, 0.463, -1.465], [-0.353, -0.668, 2.323], [1.901, -1.552, -2.771], [-0.807, -1.625, 5.510], [0.913, -4.959, -2.855], [0.236, -0.380, 0.417], [1.622, -0.840, -1.408], [0.696, 2.274, -1.028], [0.006, -0.002, -0.004], [1.506, 0.847, 0.485], [0.231, 1.524, 1.389], [-0.367, 0.826, 0.858], [2.158, 0.139, -0.196], [0.453, 0.386, -0.522], [-1.558, -0.022, -0.432], [0.580, 1.129, -0.804], [-0.547, -0.198, -1.700], [1.217, 0.883, -0.070], [-2.635, -1.991, 0.853], [1.091, 0.147, -2.141], [0.218, 3.763, -0.340], [-0.576, 1.607, 0.613], [0.130, 1.020, 0.116], [-0.294, -0.076, 0.222], [-0.383, -0.341, -0.608], [-0.989, -0.116, 0.222], [2.307, -0.907, 0.099], [-2.949, -1.088, -1.123], [0.613, -0.145, 0.740], [1.267, 0.958, 0.116], [-0.627, -0.567, 0.372], [1.290, 0.253, 2.864], [0.986, -0.706, 0.270], [-0.255, -0.233, -0.266], [-0.722, 1.343, -0.515], [0.615, 1.209, 0.457], [0.564, -1.033, -0.579], [-1.083, 1.114, 0.950], [-0.703, 0.107, -0.519], [1.064, -0.972, -0.354], [-0.406, 2.474, 2.018], [0.943, -0.997, 0.195], [1.869, 0.487, 1.779], [-0.025, 0.203, 0.228], [-1.119, -2.518, -2.065], [-1.247, 0.837, -0.792], [-0.535, 0.191, 0.452], [0.296, 0.622, 0.165], [-0.758, -0.241, -0.708], [-0.310, 0.227, 0.366], [-0.521, -0.130, -0.583], [0.772, 0.208, -0.396], [-2.316, 1.273, 1.720], [0.868, -0.769, -1.240], [0.035, -1.867, 0.150], [-0.728, 1.797, 0.122], [0.029, -0.881, -1.277], [-0.134, 0.497, -0.414], [-0.678, -1.749, 1.536], [0.561, -1.315, 0.267], [0.308, 0.004, -1.146], [1.102, 0.147, -0.228], [0.421, 0.184, 0.312], [0.220, 0.551, -0.749], [0.382, 0.658, -0.740], [-0.414, 0.281, 0.064], [-1.591, 0.711, -1.891], [2.432, -0.674, 1.859], [0.111, -1.594, -0.548], [-0.411, 0.174, 0.194], [-0.220, 0.080, 0.230], [0.584, 0.503, 0.973], [0.141, -0.096, -0.028], [-0.047, -0.374, 0.156], [-0.012, 0.351, 0.118], [0.163, -0.391, 0.100], [0.195, 0.233, -0.709], [-1.058, 0.754, -0.506], [0.728, 0.612, 0.029], [2.211, -1.568, -0.139], [-1.129, 1.046, 0.570], [-1.284, 1.622, 1.347], [-0.537, -0.226, -0.083], [-1.430, -1.025, -0.964], [1.108, 1.086, -0.079], [-1.720, -0.245, 1.087], [1.380, -0.071, 0.152], [0.618, -0.162, -0.479], [-1.120, -3.082, 0.171], [-1.118, 0.920, -1.164], [-0.825, -0.026, -2.745], [1.108, 0.563, 1.426], [0.692, 1.393, -0.594]],
  "total_charge": 5,
  "gap_ev": 0.76,
  "e_homo_ev": -11.3
}